DFT (wB97M-V/def2-TZVPD) results for 2 unconnected molecules or ions with the total composition C8H7NO4.

Cartesian coordinates (Å):
C (1.81, -1.22, 0.18)
C (-0.54, -0.93, -0.09)
C (-1.72, -1.54, 0.08)
C (-2.89, -0.72, 0.18)
C (-2.82, 0.68, -0.16)
C (-1.49, 1.29, -0.44)
C (-0.23, 0.54, 0.04)
C (2.09, 0.34, -0.02)
H (3.32, -1.21, -0.69)
H (1.43, -1.19, 1.15)
H (-1.47, -2.60, 0.29)
H (-3.88, -1.12, 0.30)
H (-3.56, 1.29, -0.12)
H (-1.25, 2.45, -0.89)
H (2.29, 3.06, 1.27)
N (0.99, 0.99, -0.24)
O (2.95, -1.79, -0.11)
O (0.59, -1.60, -0.61)
O (1.10, 2.55, -0.03)
O (3.28, 0.73, -0.09)

Total charge = 0
ΔE to the lowest compared entry with this formula, charge and spin = 204.2 kcal per mole
Molar mass = 181.15 g/mol
Gap between HOMO and LUMO = 6.1 eV

natural (NBO) atomic charges, in units of e: atom 1 (C): 0.320, atom 2 (C): 0.318, atom 3 (C): -0.322, atom 4 (C): -0.165, atom 5 (C): -0.240, atom 6 (C): -0.161, atom 7 (C): 0.061, atom 8 (C): 0.593, atom 9 (H): 0.492, atom 10 (H): 0.152, atom 11 (H): 0.257, atom 12 (H): 0.223, atom 13 (H): 0.203, atom 14 (H): 0.256, atom 15 (H): 0.397, atom 16 (N): -0.163, atom 17 (O): -0.631, atom 18 (O): -0.527, atom 19 (O): -0.482, atom 20 (O): -0.581



DFT (wB97M-V/def2-TZVPD) results for a single C8H7NO5 molecule.

Cartesian coordinates (Å):
C (1.12, -0.10, -0.11)
C (0.69, -1.45, -0.18)
C (2.33, 0.14, 0.74)
C (0.46, -2.64, -0.34)
C (0.19, 1.13, -0.20)
C (-1.14, 0.62, -0.26)
C (1.10, 0.77, -1.27)
C (-2.10, 1.13, 0.44)
N (-3.37, 0.45, 0.27)
O (-3.36, -0.69, -0.09)
O (-4.37, 1.12, 0.48)
O (3.08, -0.69, 1.19)
O (2.50, 1.42, 1.13)
O (0.01, -3.80, -0.52)
H (0.40, 2.05, 0.35)
H (-1.54, -0.24, -0.87)
H (2.04, 1.29, -1.45)
H (0.62, 0.38, -2.27)
H (-2.26, 1.97, 0.99)
H (3.24, 1.54, 1.78)
H (0.38, -4.41, 0.20)

Total charge = 0
Multiplicity = 3
Molar mass = 197.15 g/mol
Gap between HOMO and LUMO (alpha / beta) = 6.4 / 5.4 eV

natural (NBO) atomic charges, in units of e: atom 1 (C): -0.183, atom 2 (C): -0.185, atom 3 (C): 0.797, atom 4 (C): 0.396, atom 5 (C): -0.234, atom 6 (C): -0.210, atom 7 (C): -0.366, atom 8 (C): 0.073, atom 9 (N): 0.394, atom 10 (O): -0.432, atom 11 (O): -0.408, atom 12 (O): -0.570, atom 13 (O): -0.714, atom 14 (O): -0.625, atom 15 (H): 0.267, atom 16 (H): 0.273, atom 17 (H): 0.246, atom 18 (H): 0.244, atom 19 (H): 0.209, atom 20 (H): 0.516, atom 21 (H): 0.512



DFT (wB97M-V/def2-TZVPD) results for a single C8H7NS molecule.

Cartesian coordinates (Å):
C (1.33, 0.74, -1.52)
C (1.03, 0.41, -0.30)
C (0.74, -0.99, 0.05)
C (-0.45, -1.51, 0.53)
C (-1.55, -0.57, 0.79)
C (-1.79, 0.38, 1.94)
C (-1.66, 0.95, 0.77)
N (-2.39, 1.63, -0.20)
C (-3.22, 0.75, -0.74)
S (-3.09, -0.95, -0.28)
H (1.42, 1.86, -1.75)
H (1.31, 0.07, -2.44)
H (1.10, 1.21, 0.42)
H (1.54, -1.72, -0.10)
H (-0.62, -2.61, 0.69)
H (-2.07, 0.43, 3.02)
H (-4.03, 0.83, -1.36)

SMILES string = C=C/C=C\[C@@]12C=C1N=CS2
Total charge = 0
ΔE to the lowest compared entry with this formula, charge and spin = 92.9 kcal per mole
Molar mass = 149.22 g/mol
Gap between HOMO and LUMO = 9.4 eV

natural (NBO) atomic charges, in units of e: atom 1 (C): -0.354, atom 2 (C): -0.267, atom 3 (C): -0.193, atom 4 (C): -0.216, atom 5 (C): -0.195, atom 6 (C): -0.185, atom 7 (C): 0.182, atom 8 (N): -0.442, atom 9 (C): -0.028, atom 10 (S): 0.178, atom 11 (H): 0.201, atom 12 (H): 0.201, atom 13 (H): 0.224, atom 14 (H): 0.214, atom 15 (H): 0.229, atom 16 (H): 0.243, atom 17 (H): 0.208



DFT (wB97M-V/def2-TZVPD) results for 2 unconnected molecules or ions with the total composition C8H8.

Cartesian coordinates (Å):
C (-0.96, 1.41, -0.02)
C (0.23, 0.73, 0.25)
C (0.22, -0.69, 0.16)
C (-0.98, -1.39, -0.08)
C (-2.24, -0.70, -0.10)
C (-2.18, 0.65, -0.02)
H (-0.89, 2.57, -0.03)
H (1.20, 1.24, 0.34)
H (1.15, -1.20, 0.42)
H (-0.92, -2.50, -0.06)
H (-3.24, -1.22, -0.15)
H (-3.13, 1.19, -0.11)
C (2.88, 0.56, -0.20)
C (3.07, -0.59, -0.04)
H (2.66, 1.71, -0.28)
H (2.95, -1.63, 0.13)

SMILES string = c1ccccc1.C#C
Total charge = 0
ΔE to the lowest compared entry with this formula, charge and spin = 76.7 kcal per mole
Molar mass = 104.15 g/mol
Gap between HOMO and LUMO = 10.1 eV

natural (NBO) atomic charges, in units of e: atom 1 (C): -0.211, atom 2 (C): -0.208, atom 3 (C): -0.214, atom 4 (C): -0.208, atom 5 (C): -0.222, atom 6 (C): -0.222, atom 7 (H): 0.217, atom 8 (H): 0.209, atom 9 (H): 0.211, atom 10 (H): 0.211, atom 11 (H): 0.225, atom 12 (H): 0.210, atom 13 (C): -0.249, atom 14 (C): -0.251, atom 15 (H): 0.266, atom 16 (H): 0.236



DFT (wB97M-V/def2-TZVPD) results for a single C8H8 molecule.

Cartesian coordinates (Å):
C (-2.08, -0.64, -0.02)
C (-2.06, 0.69, 0.04)
C (-0.81, 1.44, 0.01)
C (0.30, 0.74, -0.09)
C (0.26, -0.72, 0.01)
C (-0.92, -1.38, -0.05)
C (1.76, -0.78, 0.09)
C (1.91, 0.71, -0.05)
H (-3.10, -1.13, 0.03)
H (-2.93, 1.34, 0.16)
H (-0.74, 2.58, -0.06)
H (-1.03, -2.47, -0.20)
H (2.29, -1.40, -0.71)
H (2.27, -1.27, 0.97)
H (2.38, 1.29, 0.81)
H (2.48, 1.01, -0.94)

SMILES string = c1ccc2c(c1)CC2
Total charge = 0
ΔE to the lowest compared entry with this formula, charge and spin = 28.6 kcal per mole
Molar mass = 104.15 g/mol
Gap between HOMO and LUMO = 10.0 eV

natural (NBO) atomic charges, in units of e: atom 1 (C): -0.221, atom 2 (C): -0.209, atom 3 (C): -0.220, atom 4 (C): -0.003, atom 5 (C): -0.023, atom 6 (C): -0.212, atom 7 (C): -0.427, atom 8 (C): -0.413, atom 9 (H): 0.217, atom 10 (H): 0.213, atom 11 (H): 0.216, atom 12 (H): 0.214, atom 13 (H): 0.212, atom 14 (H): 0.224, atom 15 (H): 0.215, atom 16 (H): 0.218



DFT (wB97M-V/def2-TZVPD) results for a single C8H8BNO2S molecule.

Cartesian coordinates (Å):
N (3.65, 0.97, 0.75)
C (2.49, 0.21, 0.77)
C (2.23, -0.80, 1.75)
C (1.04, -1.53, 1.63)
C (-0.01, -1.09, 0.74)
S (-1.70, -1.63, 0.67)
C (-2.06, -0.31, -0.47)
B (-3.35, 0.25, -1.10)
O (-3.48, 0.50, -2.52)
O (-4.45, 0.47, -0.30)
C (-0.94, 0.31, -0.95)
C (0.26, -0.05, -0.18)
C (1.52, 0.53, -0.21)
H (4.47, 0.72, 1.39)
H (3.89, 1.51, -0.09)
H (2.84, -0.93, 2.61)
H (0.83, -2.32, 2.33)
H (-2.92, 0.10, -3.20)
H (-5.16, 0.83, -0.84)
H (-0.97, 0.98, -1.80)
H (1.81, 1.27, -0.98)

SMILES string = Nc1ccc2sc(B(O)O)cc2c1
Total charge = 0
ΔE to the lowest compared entry with this formula, charge and spin = 0.0 kcal per mole
Molar mass = 193.04 g/mol
Gap between HOMO and LUMO = 8.0 eV

natural (NBO) atomic charges, in units of e: atom 1 (N): -0.824, atom 2 (C): 0.179, atom 3 (C): -0.272, atom 4 (C): -0.172, atom 5 (C): -0.213, atom 6 (S): 0.393, atom 7 (C): -0.526, atom 8 (B): 1.124, atom 9 (O): -0.931, atom 10 (O): -0.868, atom 11 (C): -0.208, atom 12 (C): -0.068, atom 13 (C): -0.255, atom 14 (H): 0.392, atom 15 (H): 0.392, atom 16 (H): 0.217, atom 17 (H): 0.214, atom 18 (H): 0.507, atom 19 (H): 0.493, atom 20 (H): 0.225, atom 21 (H): 0.204



DFT (wB97M-V/def2-TZVPD) results for a single C8H8BrN molecule.

Cartesian coordinates (Å):
C (2.18, 1.53, -0.95)
C (1.54, 0.77, -1.84)
N (0.83, -0.46, -1.60)
Br (1.41, -1.81, -2.84)
C (-0.16, -0.70, -0.71)
C (-0.78, 0.44, -0.14)
C (-1.64, 0.36, 0.99)
C (-1.88, -0.90, 1.44)
C (-1.33, -1.98, 0.89)
C (-0.51, -1.92, -0.18)
H (2.55, 2.48, -1.32)
H (2.17, 1.36, 0.07)
H (1.74, 1.12, -2.87)
H (-0.40, 1.38, -0.40)
H (-2.23, 1.04, 1.42)
H (-2.53, -0.94, 2.29)
H (-1.48, -2.96, 1.34)
H (-0.33, -2.93, -0.55)

SMILES string = C=CN(Br)c1ccccc1
Total charge = 0
ΔE to the lowest compared entry with this formula, charge and spin = 4.7 kcal per mole
Molar mass = 198.06 g/mol
Gap between HOMO and LUMO = 7.8 eV

natural (NBO) atomic charges, in units of e: atom 1 (C): -0.412, atom 2 (C): -0.022, atom 3 (N): -0.461, atom 4 (Br): 0.189, atom 5 (C): 0.141, atom 6 (C): -0.245, atom 7 (C): -0.178, atom 8 (C): -0.244, atom 9 (C): -0.182, atom 10 (C): -0.264, atom 11 (H): 0.209, atom 12 (H): 0.200, atom 13 (H): 0.205, atom 14 (H): 0.213, atom 15 (H): 0.209, atom 16 (H): 0.203, atom 17 (H): 0.209, atom 18 (H): 0.230



DFT (wB97M-V/def2-TZVPD) results for a gas-phase ion, C8H8BrN2 (charge +1).

Cartesian coordinates (Å):
C (0.63, -1.27, 0.05)
C (1.43, -0.18, -0.09)
C (0.50, 3.35, 0.01)
C (-0.70, 2.72, 0.12)
C (-0.79, -1.08, 0.03)
C (0.90, 1.17, -0.03)
C (-1.38, 0.12, -0.05)
C (-1.58, -2.30, 0.01)
N (1.44, 2.38, -0.07)
N (-0.46, 1.41, 0.01)
Br (-3.17, 0.51, -0.02)
H (1.12, -2.20, 0.00)
H (2.54, -0.16, -0.16)
H (0.83, 4.43, 0.04)
H (-1.67, 3.04, 0.25)
H (-0.92, -2.96, -0.45)
H (-1.83, -2.76, 0.92)
H (-2.61, -2.27, -0.35)
H (2.36, 2.74, -0.30)

Total charge = +1
Multiplicity = 3
Molar mass = 212.07 g/mol
Gap between HOMO and LUMO (alpha / beta) = 7.2 / 6.1 eV

natural (NBO) atomic charges, in units of e: atom 1 (C): -0.233, atom 2 (C): -0.132, atom 3 (C): -0.055, atom 4 (C): 0.011, atom 5 (C): -0.058, atom 6 (C): 0.326, atom 7 (C): 0.115, atom 8 (C): -0.654, atom 9 (N): -0.451, atom 10 (N): -0.338, atom 11 (Br): 0.259, atom 12 (H): 0.242, atom 13 (H): 0.239, atom 14 (H): 0.267, atom 15 (H): 0.252, atom 16 (H): 0.244, atom 17 (H): 0.261, atom 18 (H): 0.250, atom 19 (H): 0.456



DFT (wB97M-V/def2-TZVPD) results for 2 unconnected molecules or ions with the total composition C8H8ClN3OS.

Cartesian coordinates (Å):
C (0.33, -1.33, 1.81)
C (-0.91, 0.43, -0.93)
C (-2.06, -0.34, -1.15)
C (0.42, -1.22, -2.02)
C (0.32, -0.09, -1.21)
C (-1.86, -1.45, -1.95)
C (-0.02, 0.87, 3.21)
C (1.53, 0.75, -0.91)
N (1.31, -1.73, 1.37)
N (-0.65, -1.83, -2.42)
N (1.29, 1.59, 0.22)
O (2.01, 2.57, 0.31)
S (-0.94, -0.59, 2.63)
Cl (-3.08, -2.30, -2.80)
H (-1.03, 1.34, -0.54)
H (-3.02, -0.09, -0.97)
H (1.43, -1.59, -2.30)
H (0.19, 1.68, 2.40)
H (0.98, 0.58, 3.43)
H (-0.66, 1.22, 4.13)
H (2.52, 0.15, -0.63)
H (1.88, 1.37, -1.68)

Total charge = 0
Multiplicity = 3
Molar mass = 229.69 g/mol
Gap between HOMO and LUMO (alpha / beta) = 9.1 / 8.0 eV

natural (NBO) atomic charges, in units of e: atom 1 (C): 0.039, atom 2 (C): -0.147, atom 3 (C): -0.252, atom 4 (C): 0.079, atom 5 (C): -0.090, atom 6 (C): 0.165, atom 7 (C): -0.743, atom 8 (C): -0.300, atom 9 (N): -0.333, atom 10 (N): -0.423, atom 11 (N): 0.033, atom 12 (O): -0.189, atom 13 (S): 0.310, atom 14 (Cl): 0.025, atom 15 (H): 0.217, atom 16 (H): 0.225, atom 17 (H): 0.202, atom 18 (H): 0.248, atom 19 (H): 0.239, atom 20 (H): 0.244, atom 21 (H): 0.229, atom 22 (H): 0.221



DFT (wB97M-V/def2-TZVPD) results for 2 unconnected molecules or ions with the total composition C8H8ClNO.

Cartesian coordinates (Å):
C (2.62, 0.11, -0.34)
C (1.97, -0.37, 0.77)
C (1.80, 0.80, -1.19)
C (0.59, -0.46, 1.05)
C (0.44, 0.85, -1.00)
C (-0.24, 0.27, 0.11)
C (-1.80, -1.39, -1.24)
C (-1.67, 0.45, 0.42)
N (-2.01, 0.24, 1.72)
O (-2.68, -1.38, -2.01)
Cl (-2.81, 1.31, -0.53)
H (3.70, 0.08, -0.34)
H (2.61, -0.97, 1.35)
H (2.18, 1.16, -2.19)
H (0.32, -1.13, 1.95)
H (-0.07, 1.43, -1.73)
H (-0.87, -1.98, -1.22)
H (-1.25, 0.27, 2.34)
H (-2.82, 0.71, 2.07)

Total charge = 0
ΔE to the lowest compared entry with this formula, charge and spin = 87.1 kcal per mole
Molar mass = 169.61 g/mol
Gap between HOMO and LUMO (alpha / beta) = 7.3 / 7.3 eV

natural (NBO) atomic charges, in units of e: atom 1 (C): -0.255, atom 2 (C): -0.183, atom 3 (C): -0.177, atom 4 (C): -0.290, atom 5 (C): -0.255, atom 6 (C): -0.086, atom 7 (C): 0.380, atom 8 (C): 0.120, atom 9 (N): -0.806, atom 10 (O): -0.480, atom 11 (Cl): 0.031, atom 12 (H): 0.222, atom 13 (H): 0.198, atom 14 (H): 0.214, atom 15 (H): 0.236, atom 16 (H): 0.224, atom 17 (H): 0.124, atom 18 (H): 0.387, atom 19 (H): 0.397